This record from OMol25 describes C5H9NO2S in the gas phase in a non-equilibrium geometry. The level of theory is ωB97M-V/def2-TZVPD.

Geometry as XYZ:
```
18
Properties=species:S:1:pos:R:3:mulliken_charge:R:1
C -2.223 -0.501 -0.080 0.611
C -0.658 1.598 -0.114 -0.906
C 0.282 0.436 0.128 1.126
C 1.747 0.837 -0.222 -1.366
C 0.167 -1.983 -0.413 -0.809
N -0.161 -0.655 -0.711 -0.536
O -2.785 -1.551 -0.131 -0.438
O 0.356 0.091 1.558 -0.560
S -2.426 1.100 0.165 -0.120
H -0.340 2.453 0.615 0.376
H -0.576 2.060 -1.181 0.389
H 2.232 0.036 -0.719 0.323
H 2.182 0.955 0.798 0.347
H 1.671 1.868 -0.861 0.291
H -0.712 -2.567 -0.139 0.250
H 0.897 -2.375 -1.103 0.362
H 0.895 -2.027 0.421 0.288
H -0.551 0.223 1.989 0.373
```

For the lowest unoccupied orbital energy (spin up / spin down), the calculation gives 0.18 / 0.18 eV. As for the orbital gap (spin up / spin down): 8.565 / 8.564 eV. As for the HOMO energy (spin up / spin down): -8.3804 / -8.3790 eV. As for the total charge: 0. Its multiplicity is 1.



This record from OMol25 describes a molecular structure, C36H46N4O2P2Ti. The level of theory is ωB97M-V/def2-TZVPD.

Geometry as XYZ:
```
91
Properties=species:S:1:pos:R:3:mulliken_charge:R:1
Ti 0.112 -0.139 -0.104 -1.517
C 3.020 2.954 -1.362 -1.110
N 2.075 1.943 -0.799 0.628
P 2.576 0.553 0.034 2.764
C 3.433 1.002 1.525 0.953
C 2.698 1.542 2.589 0.139
C 3.341 2.052 3.700 -1.447
C 4.732 2.031 3.760 -0.729
C 5.472 1.520 2.705 -0.826
C 4.832 1.008 1.585 -1.065
C 3.645 -0.383 -1.034 0.729
C 4.480 -1.362 -0.474 -1.017
C 5.317 -2.103 -1.291 -0.902
C 5.320 -1.885 -2.665 -0.748
C 4.482 -0.929 -3.230 -0.989
C 3.644 -0.178 -2.420 -0.669
P 0.557 2.375 -0.202 1.976
C -0.579 2.058 -1.563 0.403
C -0.211 1.192 -2.599 -0.224
C -1.092 0.928 -3.661 -0.991
C -2.323 1.545 -3.686 -0.744
C -2.712 2.395 -2.634 -0.784
C -1.872 2.627 -1.569 -1.032
C 0.400 4.030 0.365 0.827
C 0.605 4.313 1.723 0.105
C 0.563 5.626 2.158 -1.005
C 0.320 6.647 1.245 -0.632
C 0.118 6.369 -0.103 -0.878
C 0.154 5.061 -0.554 -0.575
H 3.950 2.465 -1.640 0.462
H 3.218 3.713 -0.606 0.337
H 2.585 3.415 -2.247 0.331
H 1.616 1.586 2.537 0.229
H 2.773 2.467 4.523 0.535
H 5.238 2.424 4.632 0.467
H 6.553 1.526 2.749 0.498
H 5.430 0.636 0.765 0.496
H 4.497 -1.533 0.595 0.579
H 5.981 -2.840 -0.859 0.528
H 5.990 -2.451 -3.298 0.485
H 4.506 -0.752 -4.297 0.545
H 3.031 0.594 -2.869 0.340
H 0.820 0.859 -2.671 0.634
H -0.781 0.293 -4.480 0.546
H -2.990 1.395 -4.525 0.481
H -3.676 2.886 -2.676 0.531
H -2.179 3.296 -0.774 0.643
H 0.802 3.521 2.434 0.130
H 0.715 5.859 3.203 0.502
H 0.286 7.673 1.587 0.459
H -0.068 7.174 -0.801 0.472
H -0.004 4.853 -1.605 0.479
C -2.965 -0.391 -0.712 -1.049
O -1.947 0.086 0.231 0.611
C -2.461 0.242 1.570 -0.863
C -1.268 0.482 2.457 -0.630
O -0.155 -0.292 1.885 0.638
C 0.662 -1.020 2.886 -1.181
H -3.815 0.285 -0.661 0.380
H -3.247 -1.403 -0.424 0.420
H -2.515 -0.365 -1.700 0.186
H -3.007 -0.668 1.833 0.438
H -3.151 1.087 1.602 0.526
H -1.466 0.113 3.463 0.640
H -0.951 1.524 2.495 0.135
H 0.921 -0.321 3.675 0.550
H 1.553 -1.367 2.373 0.269
H 0.058 -1.846 3.252 0.385
C -1.504 -5.528 0.696 -0.711
C -1.381 -4.419 1.720 -0.694
N -0.933 -3.191 1.023 0.057
C -0.152 -3.220 -0.060 0.064
N 0.172 -1.979 -0.639 0.805
C 0.676 -2.107 -2.039 0.032
C 1.791 -3.127 -2.091 -0.125
C 1.245 -4.471 -1.676 -1.094
N 0.273 -4.349 -0.569 0.059
C -0.189 -5.664 -0.036 -0.618
H -2.308 -5.304 -0.008 0.330
H -1.749 -6.470 1.184 0.386
H -0.655 -4.671 2.495 0.340
H -2.329 -4.190 2.203 0.427
H -1.429 -2.335 1.187 -0.442
H 1.039 -1.134 -2.379 -0.304
H -0.167 -2.384 -2.679 0.556
H 2.609 -2.815 -1.442 -0.246
H 2.183 -3.193 -3.106 0.653
H 2.032 -5.142 -1.332 0.452
H 0.721 -4.968 -2.494 0.522
H 0.605 -6.047 0.608 0.348
H -0.271 -6.326 -0.897 0.400
```

For the lowest unoccupied orbital energy (spin up / spin down), the calculation gives -13.08 / -13.08 eV. As for the orbital gap (spin up / spin down): 6.174 / 6.173 eV. As for the HOMO energy (spin up / spin down): -19.2501 / -19.2501 eV. As for the total charge: +4. Its multiplicity is 1.



This record from OMol25 describes a molecular structure, C27H33F6GeMoNO11PS4. The level of theory is ωB97M-V/def2-TZVPD.

Geometry as XYZ:
```
85
Properties=species:S:1:pos:R:3:mulliken_charge:R:1
Mo 0.792 1.769 0.663 -0.164
F 5.025 0.930 -1.651 -0.139
C 4.563 2.101 -2.041 0.491
F 4.236 2.054 -3.324 -0.196
F 5.484 3.030 -1.840 -0.193
S 3.036 2.518 -1.054 1.025
O 3.263 2.207 0.345 -0.651
O 1.911 1.771 -1.597 -0.444
N 2.934 4.061 -1.358 -0.637
S 1.669 4.794 -0.809 1.140
O 1.075 5.699 -1.728 -0.657
O 0.738 3.842 -0.155 -0.316
C 2.292 5.797 0.604 0.613
F 2.838 5.001 1.510 -0.210
F 1.275 6.455 1.147 -0.217
F 3.196 6.661 0.162 -0.210
O -0.121 1.117 4.598 -0.654
S 0.656 1.827 3.637 1.100
O 1.168 0.922 2.544 -0.693
O 1.600 2.804 4.066 -0.546
S -0.559 3.002 2.326 -0.535
C -3.076 3.722 0.467 -1.323
Ge -2.293 2.006 0.957 1.604
C -3.425 1.022 2.163 0.542
C -2.964 0.429 3.336 0.224
C -3.839 -0.292 4.136 -0.773
C -5.171 -0.425 3.772 -0.489
C -5.637 0.168 2.608 -0.727
C -4.766 0.892 1.807 -0.682
C -1.751 1.100 -0.669 0.762
C -1.516 1.913 -1.759 -0.267
C -1.456 1.378 -3.066 -1.307
C -1.722 0.059 -3.262 -0.599
C -1.976 -0.812 -2.173 1.115
C -2.240 -2.185 -2.386 -0.894
C -2.391 -3.037 -1.334 -1.036
C -2.274 -2.551 -0.016 -1.304
C -2.057 -1.224 0.218 0.476
C -1.927 -0.311 -0.853 -0.544
H -3.896 3.552 -0.232 0.431
H -2.336 4.363 -0.012 0.387
H -3.454 4.216 1.360 0.396
H -1.930 0.534 3.642 0.094
H -3.476 -0.746 5.048 0.465
H -5.848 -0.989 4.401 0.397
H -6.676 0.067 2.325 0.410
H -5.143 1.346 0.898 0.347
H -1.412 2.982 -1.640 0.427
H -1.245 2.032 -3.901 0.475
H -1.737 -0.354 -4.264 0.513
H -2.295 -2.550 -3.404 0.570
H -2.581 -4.089 -1.506 0.407
H -2.355 -3.235 0.818 0.500
H -1.955 -0.874 1.235 0.232
C 1.271 -4.403 1.852 -2.014
C 1.278 -2.885 1.800 1.873
C 0.079 -2.305 2.541 -1.056
C 2.588 -2.330 2.346 -1.533
O 1.107 -2.574 0.384 0.002
P 1.535 -1.254 -0.372 -0.457
O 2.965 -0.930 -0.367 -1.050
O 0.612 -0.132 0.246 2.647
O 0.913 -1.539 -1.805 0.062
C 1.715 -2.143 -2.879 1.825
C 0.699 -2.586 -3.915 -1.607
C 2.645 -1.088 -3.459 -1.544
C 2.477 -3.350 -2.349 -1.679
H 1.343 -4.745 2.885 0.405
H 2.116 -4.803 1.292 0.405
H 0.349 -4.789 1.418 0.362
H 0.128 -2.578 3.596 0.616
H -0.847 -2.699 2.119 -0.089
H 0.072 -1.218 2.469 -0.036
H 2.702 -2.645 3.384 0.523
H 2.602 -1.243 2.319 0.081
H 3.433 -2.698 1.768 0.322
H 0.150 -1.727 -4.294 0.270
H -0.006 -3.293 -3.480 0.330
H 1.213 -3.066 -4.748 0.527
H 2.072 -0.207 -3.748 0.231
H 3.142 -1.491 -4.344 0.504
H 3.397 -0.798 -2.730 0.225
H 1.790 -4.066 -1.898 0.298
H 3.219 -3.054 -1.610 0.309
H 2.992 -3.834 -3.180 0.516
```

For the lowest unoccupied orbital energy (spin up / spin down), the calculation gives -0.94 / -1.10 eV. As for the orbital gap (spin up / spin down): 7.487 / 7.741 eV. As for the HOMO energy (spin up / spin down): -8.4293 / -8.8376 eV. As for the total charge: 0. Its multiplicity is 4. As for the expectation value of S²: 3.7660.



This record from OMol25 describes C5H11NS in the gas phase in a non-equilibrium geometry. The level of theory is ωB97M-V/def2-TZVPD.

Geometry as XYZ:
```
18
Properties=species:S:1:pos:R:3:mulliken_charge:R:1
C -1.781 0.726 0.686 -0.549
C -2.657 0.571 -0.493 -0.503
C 2.379 0.388 0.486 -1.271
C 1.260 -0.732 0.433 -0.333
C 0.546 -0.834 -0.923 -0.522
N -0.663 -1.539 -0.795 -0.444
S -1.908 -1.096 0.016 0.194
H -0.949 1.327 0.428 0.261
H -2.194 0.937 1.680 0.306
H -3.762 0.648 -0.505 0.284
H -2.261 0.946 -1.391 0.282
H 2.995 0.270 -0.444 0.254
H 1.932 1.289 0.422 0.368
H 3.041 0.400 1.287 0.412
H 0.510 -0.625 1.275 0.289
H 1.771 -1.624 0.618 0.363
H 0.402 0.193 -1.137 0.305
H 1.338 -1.246 -1.641 0.304
```

For the lowest unoccupied orbital energy, the calculation gives 0.87 eV. As for the orbital gap: 8.609 eV. As for the HOMO energy: -7.7394 eV. As for the total charge: 0. Its multiplicity is 1.



The records above give, respectively, energy above the lowest of the compared OMol25 structures with the same formula, charge and spin values of 3.611; 0.201; 2.477; 3.315 eV.